# 1
The following is a DFT calculation (the ωB97M-V functional and the def2-TZVPD basis) of one molecule with the formula C5H12N2O in a non-equilibrium geometry.

Atoms and positions in Å:
O  -1.36259  -1.11612  -1.26134
N  -1.68931  1.41577  -0.34818
N  0.26359  -1.02130  0.30948
C  1.04592  -1.89724  -0.59400
C  1.11213  0.11803  0.91393
C  -1.97970  0.21946  0.52894
C  1.60822  1.21109  -0.04333
C  -1.02612  -0.74676  -0.17897
H  -3.05681  -0.08610  0.70394
H  2.02353  -0.36822  1.25939
H  -2.14637  2.29402  -0.02286
H  2.00744  0.68568  -0.96451
H  2.10511  1.91788  0.69419
H  0.47637  -2.92432  -0.41906
H  0.53666  0.62167  1.77835
H  -1.89461  1.20411  -1.33400
H  -1.77390  0.37231  1.60400
H  0.72284  1.61935  -0.60059
H  2.13056  -1.86714  -0.38117
H  0.89702  -1.65219  -1.64419

Values from the calculation:
Frontier orbital gap, eV: 10.07
Net charge: 0
Spin multiplicity: 1
SMILES: CCN(C)C(=O)CN
LUMO level, eV: 0.984
Energy above the lowest of the compared OMol25 structures with the same formula, charge and spin, kJ/mol: 261.9

Atom charges from the natural (NBO) analysis, given in e for atoms 1 to 8:
1. O -0.61
2. N -0.86
3. N -0.47
4. C -0.43
5. C -0.20
6. C -0.31
7. C -0.68
8. C 0.69

=====

# 2
The following is a DFT calculation (the ωB97M-V functional and the def2-TZVPD basis) of a 3-piece molecular cluster, C3H7O2 overall in a non-equilibrium geometry.

Atoms and positions in Å:
O  -0.12022  -0.30712  1.01112
O  -2.65728  0.48661  -2.13410
C  2.04097  0.71709  1.10386
C  -1.63142  0.06597  -1.68950
C  0.77596  0.34177  1.60677
H  5.58256  -4.99141  0.82058
H  6.21467  -5.26383  0.57808
H  2.93461  0.57301  1.70275
H  -0.61006  0.21647  -2.14124
H  -1.39700  -0.40001  -0.70430
H  0.48526  0.68966  2.62756
H  2.11518  1.13385  0.10827

Values from the calculation:
Frontier orbital gap, eV: 5.93
Net charge: -1
Spin multiplicity: 1
LUMO level, eV: 4.006
Energy above the lowest of the compared OMol25 structures with the same formula, charge and spin, kJ/mol: 397.8

Atom charges from the natural (NBO) analysis, given in e for atoms 1 to 8:
1. O -0.78
2. O -0.55
3. C -0.88
4. C 0.28
5. C 0.29
6. H 0.01
7. H -0.01
8. H 0.17

=====

# 3
The following is a DFT calculation (the ωB97M-V functional and the def2-TZVPD basis) of C5H5NOS as an isolated structure in a non-equilibrium geometry.

Atoms and positions in Å:
S  2.74116  0.28418  -0.60809
O  -1.33492  -1.76694  -1.23379
N  -1.74608  2.24688  -0.83762
C  -0.18271  0.07163  -0.16244
C  -1.22715  1.13166  -0.52815
C  -0.22096  -1.34007  -0.83586
C  1.11605  0.72241  -0.53751
C  -0.15748  -0.32825  1.49044
H  0.90104  1.46537  -1.41653
H  -1.37318  -0.41296  1.67216
H  0.53091  -1.00631  1.79580
H  1.10229  -1.66712  -0.86605
H  -0.14895  0.59951  2.06764

Values from the calculation:
Frontier orbital gap, eV: 7.99
Net charge: 0
Spin multiplicity: 1
LUMO level, eV: -1.492
Energy above the lowest of the compared OMol25 structures with the same formula, charge and spin, kJ/mol: 537.7

Atom charges from the natural (NBO) analysis, given in e for atoms 1 to 8:
1. S 0.08
2. O -0.49
3. N -0.27
4. C -0.36
5. C 0.28
6. C 0.45
7. C -0.23
8. C -0.57

=====

# 4
The following is a DFT calculation (the ωB97M-V functional and the def2-TZVPD basis) of C34H28Cl3GeN3O5S2Ti as an isolated structure in a non-equilibrium geometry.

Atoms and positions in Å:
Ge  -2.28851  0.15354  2.07856
Ti  1.67270  0.22385  -0.61208
Cl  1.21406  5.51020  -3.09458
Cl  2.49787  3.19506  -2.02297
Cl  1.25799  5.27289  -0.17073
S  0.57125  -0.41120  -3.59987
S  -0.74838  -0.38789  0.36803
O  0.52428  0.39328  -2.33827
O  2.60229  2.76877  2.41014
O  1.60726  1.75323  0.68305
O  4.80845  -1.86882  -2.28376
O  2.76788  -1.09284  -1.78735
N  1.67186  -1.47891  0.71344
N  -0.99482  2.99932  -2.00468
N  3.66936  0.60468  -0.03504
C  -3.26688  -1.63636  -3.45016
C  -3.31152  2.13194  0.28434
C  -4.39792  -3.81434  -4.12797
C  -1.19344  -0.20321  3.62582
C  -0.06900  3.65821  -1.82065
C  0.43510  -1.51672  1.17800
C  2.40466  -3.42390  1.82696
C  -0.06474  0.58455  3.81109
C  -4.59729  4.06486  0.90231
C  -0.63540  -1.52000  5.53480
C  2.62020  2.12094  1.41387
C  5.90669  -0.08287  -0.08577
C  4.62914  -0.11364  -0.58047
C  -3.20308  -2.92021  -4.06254
C  -1.98951  -3.34643  -4.53259
C  4.05418  -1.15360  -1.67727
C  -0.79842  -2.62898  -4.31713
C  0.09033  0.83981  -4.71831
C  -3.40273  2.80641  2.58077
C  1.17378  4.36968  -1.72324
C  -2.10511  -0.91060  -3.24370
C  0.07081  -2.63379  1.97756
C  -4.11260  3.20251  -0.05921
C  1.05185  -3.53109  2.30761
C  0.87021  0.25896  4.81496
C  0.58530  -0.78233  5.61194
C  -0.91316  -1.40884  -3.71663
C  -3.03945  1.91276  1.60754
C  6.15162  0.71214  1.02205
C  5.12493  1.47035  1.55901
C  2.69700  -2.33456  1.05302
C  -4.25544  3.85348  2.25496
C  -1.52557  -1.25826  4.53878
C  3.90103  1.46713  0.94769
H  6.73437  -0.59665  -0.58098
H  1.31711  -1.01028  6.38384
H  3.03589  -4.26758  2.05073
H  0.69592  1.68241  -4.41520
H  3.71252  -2.09952  0.64413
H  -4.53350  4.57416  2.94727
H  -4.94567  -4.00295  -3.17473
H  -3.33119  -0.99858  1.80241
H  -4.20924  -1.33655  -3.04613
H  -1.00002  1.12125  -4.69951
H  -2.44397  -1.84307  4.40954
H  -3.05228  2.66095  3.59763
H  -2.11958  0.06140  -2.73981
H  0.18456  -2.98122  -4.61983
H  -4.34422  3.38602  -1.06138
H  1.81626  0.82182  4.87016
H  -1.90046  -4.36716  -4.95874
H  5.25563  2.15985  2.37588
H  -4.10587  -4.82305  -4.46520
H  -5.08937  -3.36504  -4.78446
H  0.81393  -4.44167  2.87856
H  -0.87027  -2.30510  6.35466
H  0.19431  1.31110  3.04766
H  -5.27569  4.85710  0.57063
H  0.40578  0.54259  -5.72052
H  7.14778  0.69788  1.46369
H  -2.86760  1.43145  -0.49480
H  -0.94421  -2.73873  2.32313

Values from the calculation:
Frontier orbital gap (spin up / spin down), eV: 8.16 / 8.76
Net charge: +1
Spin multiplicity: 2
LUMO level (spin up / spin down), eV: -2.862 / -2.867
Energy above the lowest of the compared OMol25 structures with the same formula, charge and spin, kJ/mol: 57.5

Atom charges from the Mulliken analysis, given in e for atoms 1 to 8:
1. Ge 0.04
2. Ti 0.12
3. Cl -0.08
4. Cl -0.08
5. Cl -0.06
6. S 0.42
7. S -0.17
8. O -0.07

=====

# 5
The following is a DFT calculation (the ωB97M-V functional and the def2-TZVPD basis) of C8H13BrI2O4SZr as an isolated structure in a non-equilibrium geometry.

Atoms and positions in Å:
I  -0.73681  2.87997  1.93310
I  -1.00945  4.14697  -2.19124
Zr  5.78981  -3.84058  1.40090
Br  3.51600  -4.40160  1.87645
S  -0.40978  -0.47344  -2.63211
O  0.79435  0.13591  -3.07377
O  -1.19926  0.67406  -1.73536
O  -0.09345  -1.35037  -1.33668
O  -1.35332  -1.11253  -3.44802
C  -0.81782  0.61355  -0.37065
C  0.50893  -1.27647  0.97162
C  -1.54801  3.10881  -0.50438
C  1.96026  -1.70733  1.37845
C  -3.04027  2.67473  -0.47619
C  -0.52641  2.08382  -0.03276
C  0.34076  -0.44242  -0.29934
C  1.86514  -3.20662  1.63451
H  1.35667  -3.74145  0.83204
H  -3.20557  1.95683  -1.28104
H  2.26979  -1.19415  2.28896
H  1.34162  -3.42448  2.56675
H  -0.03943  -2.19790  0.75209
H  -1.64602  0.24159  0.24572
H  -0.01157  -0.81792  1.81520
H  -1.57138  4.04741  0.28036
H  0.48279  2.32551  -0.37188
H  -3.69397  3.53541  -0.62181
H  1.27272  -0.00867  -0.68178
H  2.66857  -1.47506  0.57921
H  -3.26488  2.24644  0.50165

Values from the calculation:
Frontier orbital gap, eV: 3.75
Net charge: +4
Spin multiplicity: 1
LUMO level, eV: -17.244

Atom charges from the natural (NBO) analysis, given in e for atoms 1 to 8:
1. I 0.88
2. I 1.00
3. Zr 1.68
4. Br 0.06
5. S 2.54
6. O -0.87
7. O -0.71
8. O -0.68

=====

# 6
The following is a DFT calculation (the ωB97M-V functional and the def2-TZVPD basis) of a 21-piece molecular cluster, H43O21 overall in a non-equilibrium geometry.

Atoms and positions in Å:
O  -2.21348  1.82413  3.96891
O  0.35781  1.75513  3.77699
O  -0.28435  -2.46304  -1.22658
O  -0.37768  -5.07241  -1.34046
O  -2.27943  3.13212  -3.79074
O  -0.00050  -1.94806  1.60012
O  -0.63621  -2.76605  4.06214
O  4.04085  1.43710  -2.98272
O  2.00609  -1.53647  -4.58142
O  -2.80426  -1.02244  -1.70763
O  -2.77841  1.03217  0.26044
O  3.70090  -2.52425  -1.17233
O  -0.68521  0.43616  -2.81854
O  1.97073  0.42540  -1.35744
O  0.71634  2.44972  -2.72350
O  -2.85780  -0.49341  2.36684
O  0.43114  4.14757  2.50236
O  2.78275  3.74509  1.20675
O  2.16221  -0.02269  2.20461
O  -2.78450  -3.50354  0.94015
O  -0.24800  0.57859  1.01915
H  2.53395  4.44454  0.46251
H  -0.10986  -2.34475  2.55904
H  -2.65005  0.49930  2.00970
H  0.08752  -2.82213  4.67679
H  -3.23508  -0.87239  1.62955
H  3.31492  4.29425  1.81830
H  0.38907  2.78557  3.31515
H  0.57733  -4.74581  -1.16889
H  -1.37112  -0.15764  -2.63860
H  2.86457  0.56165  -1.72764
H  -1.50802  2.73727  -4.28178
H  -0.78991  -2.27197  1.08304
H  -3.04413  1.52686  3.47944
H  -1.80194  0.91426  0.50483
H  -2.80633  -0.68564  -0.89355
H  -0.79466  1.94961  3.74184
H  -3.57822  -0.84597  -2.27714
H  -1.12958  -4.89981  -0.71496
H  -2.75658  1.55081  -0.63297
H  -1.08866  -2.17684  -1.59849
H  -0.91507  -1.90423  3.90601
H  4.77308  0.96358  -2.75077
H  -3.33566  -3.61100  1.70775
H  2.25545  0.42530  1.46344
H  1.49441  0.92295  -1.99516
H  -2.21855  1.16159  4.59164
H  0.28221  2.93779  -2.04464
H  3.97760  -3.15698  -1.87982
H  1.10108  -2.08170  -4.82882
H  -0.08470  -3.37465  -1.91325
H  1.11971  4.41101  1.77331
H  -0.27076  -0.32249  1.48208
H  -0.14061  0.41188  0.09227
H  1.88084  -0.56727  -4.36117
H  4.27666  2.46262  -2.76268
H  3.44126  -1.71982  -1.75010
H  -0.24175  4.69415  2.50967
H  0.54272  1.27957  2.89664
H  1.39932  2.86323  -3.08252
H  0.00894  0.25057  -2.48091
H  -2.95301  2.38373  -3.74134
H  1.50912  -0.74360  1.87024
H  -2.75749  -4.01397  0.29501

Values from the calculation:
Frontier orbital gap, eV: 9.73
Net charge: +1
Spin multiplicity: 1
LUMO level, eV: -2.961
Energy above the lowest of the compared OMol25 structures with the same formula, charge and spin, kJ/mol: 960.2

Atom charges from the natural (NBO) analysis, given in e for atoms 1 to 8:
1. O -0.91
2. O -0.87
3. O -1.00
4. O -0.97
5. O -0.95
6. O -1.01
7. O -0.92
8. O -0.95

=====

# 7
The following is a DFT calculation (the ωB97M-V functional and the def2-TZVPD basis) of a 8-piece molecular cluster, C13H31ClFN4O10 overall in a non-equilibrium geometry.

Atoms and positions in Å:
Cl  1.75805  -2.23078  3.65713
F  -0.18402  1.96330  2.30645
O  4.69403  3.56513  3.57976
O  -4.41619  1.69519  2.52700
O  4.62347  0.40058  -0.93177
O  -0.81168  -2.73353  -4.41365
O  -4.52757  -4.54607  -1.33426
O  -2.11548  -3.55675  -0.25242
O  -1.99729  4.17615  0.32486
O  2.62872  3.94080  -1.42043
O  1.69179  0.59286  3.31866
O  3.58117  0.37441  2.10026
N  -2.52694  0.97006  1.27751
N  0.58311  -0.04477  2.86419
N  2.59309  0.88450  2.00040
N  -0.75584  -3.43383  2.58514
C  -0.65527  -2.02823  2.48274
C  1.49913  4.54572  -2.05366
C  3.57736  0.87591  -1.78926
C  5.48560  2.86241  4.53901
C  -2.69307  4.23228  -0.91963
C  -1.53926  0.13472  1.85360
C  -3.49143  1.29661  1.96611
C  -1.65742  -1.24320  1.92575
C  0.48427  -2.18607  -4.16916
C  -5.26164  -5.30119  -2.30178
C  -1.42273  -2.81121  -1.26648
C  0.48858  -1.39901  2.96144
C  -0.39349  0.71358  2.33349
H  -5.49964  -6.29642  -1.92313
H  -6.18686  -4.76688  -2.49505
H  -2.46080  3.36697  -1.54610
H  -2.36204  5.13185  -1.42959
H  1.22092  3.91016  -2.89008
H  -3.05473  -3.34647  -0.33542
H  5.88542  1.93995  4.10791
H  4.89582  2.62322  5.42748
H  2.88456  4.50197  -0.68314
H  -1.78228  -3.08114  -2.25704
H  3.97538  2.97888  3.34094
H  2.64364  0.33385  -1.59053
H  -2.52962  -1.73783  1.53394
H  0.54812  -1.93865  -3.11263
H  -0.36480  -3.05292  -1.19443
H  4.34358  0.57951  -0.03441
H  0.65132  4.62308  -1.36851
H  1.74418  5.53958  -2.43179
H  6.31968  3.49022  4.83470
H  -3.77380  4.29312  -0.77101
H  0.63681  -1.27901  -4.75783
H  -3.71002  -5.02231  -1.15621
H  -1.55750  -1.73457  -1.11505
H  -0.84679  -3.82880  1.65269
H  -1.58040  -3.68800  3.11214
H  -0.85579  -2.95437  -5.34767
H  1.26220  -2.91297  -4.41213
H  3.41361  1.94371  -1.64963
H  3.88176  0.68235  -2.81370
H  -4.70289  -5.39270  -3.23497
H  -2.27809  3.38507  0.78924

Values from the calculation:
Frontier orbital gap, eV: 7.08
Net charge: +1
Spin multiplicity: 1
LUMO level, eV: -5.368

Atom charges from the natural (NBO) analysis, given in e for atoms 1 to 8:
1. Cl 0.19
2. F -0.22
3. O -0.70
4. O -0.40
5. O -0.71
6. O -0.73
7. O -0.75
8. O -0.77

=====

# 8
The following is a DFT calculation (the ωB97M-V functional and the def2-TZVPD basis) of C7H14O4 as an isolated structure in a non-equilibrium geometry.

Atoms and positions in Å:
O  -0.32263  -2.55508  0.73665
O  -0.21859  2.34509  -1.84582
O  0.83099  3.26857  -1.89473
O  -1.24803  -0.73356  -0.07994
C  -1.82470  1.57746  0.87600
C  0.03336  1.32311  -0.94239
C  0.85714  0.29170  -1.45046
C  0.92135  -1.11163  -0.68469
C  -0.07208  -1.14182  0.47496
C  0.59928  -3.04090  1.76741
C  -1.27550  0.79517  -0.29054
H  1.63417  -3.39548  1.49454
H  0.34423  -0.52471  1.35683
H  2.01390  -1.37816  -0.28442
H  -1.92909  0.95895  -1.19100
H  0.50858  0.15072  -2.60239
H  -3.10631  1.86874  0.69130
H  -1.54531  0.95627  1.87066
H  2.01043  0.61550  -1.55903
H  0.45250  -2.38089  2.59122
H  0.69135  -2.05101  -1.30871
H  1.03114  3.68625  -0.73189
H  0.18118  -3.99410  2.27423
H  -1.11086  2.75423  0.82352
H  0.54349  1.71557  -0.09131

Values from the calculation:
Frontier orbital gap, eV: 9.76
Net charge: 0
Spin multiplicity: 1
LUMO level, eV: 0.153
Energy above the lowest of the compared OMol25 structures with the same formula, charge and spin, kJ/mol: 775.0

Atom charges from the natural (NBO) analysis, given in e for atoms 1 to 8:
1. O -0.53
2. O -0.26
3. O -0.40
4. O -0.52
5. C -0.64
6. C 0.02
7. C -0.44
8. C -0.44